[1]
The following is a DFT calculation (ωB97M-V/def2-TZVPD) of a cluster of 17 separate species, C3H39O17 in total in a non-equilibrium geometry.

## Properties
* total charge: -1
* HOMO energy: -6.008 eV
* relative energy (zero: lowest compared OMol25 entry of this formula, charge and spin): 63.6 kcal/mol
* orbital gap: 7.0 eV

Each line ends with the Mulliken charge.
Cartesian coordinates (Å):
C  -0.7266  -1.4298  -0.4428  -0.94
C  -0.1575  -0.2417  -1.2207  -0.13
C  -0.8208  1.0637  -0.8336  -0.94
O  1.1883  0.0152  -1.0636  0.24
H  -0.3222  -2.4009  -0.7065  0.39
H  -1.8198  -1.5361  -0.5625  0.75
H  -0.6464  -1.1307  0.6168  -0.14
H  -0.3936  -0.4017  -2.2899  0.24
H  -0.5342  1.8275  -1.5617  0.24
H  -0.4780  1.4390  0.1730  -0.29
H  -1.8939  1.0092  -0.8054  0.75
O  1.4077  1.1203  -3.5636  -0.71
H  1.3282  0.8310  -2.6194  0.24
H  0.9400  1.9830  -3.6094  0.35
O  1.7413  2.8158  -0.7333  -0.87
H  1.2376  1.9910  -0.8176  0.14
H  1.1774  3.2461  -0.0849  0.51
O  -0.9176  -1.9603  3.4063  -0.52
H  -0.9831  -1.2104  4.0293  0.25
H  -1.2131  -2.6879  3.8787  0.23
O  -2.6920  1.6622  1.8985  -0.71
H  -1.8100  1.4407  2.2369  0.44
H  -3.2027  2.1562  2.5798  0.31
O  3.5923  0.6620  -0.9589  -0.76
H  2.6963  0.4059  -1.1095  0.37
H  3.4923  1.6031  -0.9367  0.36
O  0.0291  4.2424  0.6399  -0.72
H  -0.0994  4.2680  1.6170  0.23
H  -0.8915  4.0868  0.3664  0.42
O  1.7827  -2.6176  1.6133  -0.78
H  1.4954  -1.6886  1.4845  0.42
H  1.7053  -2.9312  0.6860  0.39
O  1.5487  -0.0103  1.6544  -0.85
H  1.3252  0.1717  0.7268  0.14
H  0.9172  0.5159  2.1508  0.63
O  2.3295  -2.4100  -1.1639  -0.82
H  1.9306  -1.5410  -1.1479  0.16
H  3.2515  -2.2676  -0.9084  0.31
O  -0.3320  -5.6964  -0.7394  -0.61
H  -0.7183  -6.5292  -0.5211  0.27
H  -1.0500  -5.0701  -0.6446  0.38
O  -3.0505  -1.2671  1.8907  -0.69
H  -2.9282  -0.3968  1.5392  0.40
H  -2.1693  -1.5012  2.2277  0.36
O  -2.1491  -3.7553  0.6040  -0.82
H  -1.8986  -2.9389  0.1145  0.26
H  -1.3691  -4.1215  1.0706  0.34
O  0.8975  -2.5613  -3.4500  -0.68
H  1.2133  -2.6004  -2.5765  0.31
H  0.2440  -1.8688  -3.3927  0.33
O  -0.1740  1.4836  2.9119  -0.63
H  0.0704  2.3795  3.0481  0.20
H  -0.2282  1.1568  3.7820  0.23
O  -2.4567  3.5066  0.1921  -0.74
H  -2.8699  3.2290  -0.5884  0.28
H  -2.3478  2.7795  0.8690  0.44
O  1.6196  4.0588  -3.1756  -0.68
H  2.5027  3.9790  -3.4443  0.33
H  1.6799  3.6430  -2.3352  0.38



[2]
The following is a DFT calculation (ωB97M-V/def2-TZVPD) of a structure of composition C33H39As2NNaO5Si in a non-equilibrium geometry.

## Properties
* total charge: -1
* HOMO energy: -5.435 eV
* relative energy (zero: lowest compared OMol25 entry of this formula, charge and spin): 9.6 kcal/mol
* orbital gap: 7.6 eV

Each line ends with the Mulliken charge.
Cartesian coordinates (Å):
Na  -0.8765  1.2032  1.1219  0.85
O  -1.2406  -3.2988  3.9429  -0.47
C  -1.6809  -2.1146  3.4283  0.16
O  -2.6633  -2.0429  2.7464  -0.57
C  -0.8653  -0.9423  3.9401  0.50
C  -0.0048  -1.1199  5.0006  -0.30
C  0.6552  -0.0050  5.5099  -0.56
C  0.3918  1.2241  4.9545  -0.62
C  -0.4848  1.3139  3.8680  0.58
N  -1.0782  0.2331  3.3413  -0.24
C  -0.7831  2.7281  3.2800  0.15
O  -0.2906  3.6644  3.9249  -0.79
O  -1.4768  2.7611  2.2298  -0.70
H  -1.8654  -3.9504  3.5862  0.35
H  0.1475  -2.1052  5.4124  0.49
H  1.3510  -0.1078  6.3335  0.42
H  0.8332  2.1426  5.3142  0.54
C  -1.8231  3.2465  -1.0161  -1.19
As  -2.9565  1.7064  -0.5225  0.78
C  -4.6867  2.5241  -0.8501  -1.28
C  -2.8113  0.6967  -2.2329  -0.18
C  -2.8610  1.3685  -3.4533  -0.29
C  -2.7033  0.6895  -4.6590  -0.90
C  -2.4961  -0.6832  -4.6494  -0.69
C  -2.4606  -1.3678  -3.4395  -0.22
C  -2.6184  -0.6984  -2.2261  0.23
As  -2.5232  -1.6580  -0.4952  1.33
C  -2.6271  -3.4987  -1.1422  -1.50
C  -4.4711  -1.5916  -0.0912  -1.24
H  -2.3002  3.8583  -1.7797  0.44
H  -0.8730  2.8623  -1.3887  0.18
H  -1.6439  3.8335  -0.1142  0.48
H  -4.7164  2.9484  -1.8514  0.39
H  -4.8464  3.3116  -0.1146  0.38
H  -5.4688  1.7763  -0.7435  0.33
H  -3.0014  2.4431  -3.4702  0.24
H  -2.7302  1.2339  -5.5957  0.38
H  -2.3592  -1.2239  -5.5794  0.36
H  -2.2883  -2.4371  -3.4459  0.28
H  -1.7004  -3.7856  -1.6404  0.35
H  -3.4721  -3.6492  -1.8159  0.41
H  -2.7534  -4.1211  -0.2566  0.41
H  -5.0581  -1.7838  -0.9883  0.40
H  -4.7413  -0.6225  0.3249  0.26
H  -4.6795  -2.3492  0.6655  0.43
C  3.4887  -1.2420  -2.3602  -1.83
C  2.0221  -0.8193  -2.2076  2.28
C  1.1444  -2.0859  -2.2448  -1.94
C  1.5878  0.0828  -3.3772  -1.54
Si  1.6203  0.0617  -0.5623  -2.15
O  0.0647  0.3455  -0.3954  0.87
C  2.3016  -1.0692  0.8083  0.42
C  1.4717  -2.0456  1.3858  0.07
C  1.9394  -2.9198  2.3654  -0.55
C  3.2560  -2.8280  2.7992  -0.62
C  4.0978  -1.8634  2.2542  -0.69
C  3.6224  -0.9954  1.2741  -0.36
C  2.6363  1.6803  -0.3743  1.03
C  3.6114  2.1856  -1.2481  -0.24
C  4.2572  3.4005  -1.0075  -0.81
C  3.9449  4.1488  0.1188  -0.48
C  2.9856  3.6797  1.0114  -0.83
C  2.3555  2.4674  0.7612  -0.26
H  3.6227  -1.7921  -3.3038  0.51
H  3.8126  -1.9010  -1.5481  0.34
H  4.1812  -0.3951  -2.3802  0.25
H  1.2394  -2.5770  -3.2255  0.52
H  0.0891  -1.8432  -2.0946  0.20
H  1.4376  -2.8136  -1.4793  0.29
H  1.7151  -0.4509  -4.3308  0.48
H  2.1684  1.0091  -3.4376  0.26
H  0.5320  0.3655  -3.2917  0.10
H  0.4336  -2.1114  1.0623  0.34
H  1.2713  -3.6547  2.7967  0.41
H  3.6238  -3.5002  3.5670  0.36
H  5.1232  -1.7785  2.5992  0.40
H  4.2928  -0.2408  0.8705  0.36
H  3.8697  1.6386  -2.1474  0.07
H  5.0013  3.7659  -1.7075  0.39
H  4.4383  5.0969  0.3010  0.36
H  2.7180  4.2535  1.8917  0.50
H  1.6251  2.1324  1.4937  0.16



[3]
The following is a DFT calculation (ωB97M-V/def2-TZVPD) of a structure of composition C4H11AgBF6NO8S2 in a non-equilibrium geometry.

## Properties
* spin multiplicity: 2
* total charge: -1
* HOMO energy (alpha / beta): -6.486 / -6.282 eV
* relative energy (zero: lowest compared OMol25 entry of this formula, charge and spin): 0.0 kcal/mol
* orbital gap (alpha / beta): 9.3 / 6.4 eV

Each line ends with the Mulliken charge.
Cartesian coordinates (Å):
Ag  -0.5471  0.2348  -0.5153  0.45
C  0.6731  -2.4257  2.5652  0.68
F  1.5219  -3.2043  3.2380  -0.26
F  -0.3398  -3.1776  2.1852  -0.28
F  0.2755  -1.4930  3.3993  -0.21
S  1.6098  -1.6513  1.0978  0.72
O  3.0086  -1.7574  1.4165  -0.60
O  1.1032  -2.3535  -0.0633  -0.55
N  1.0234  -0.0287  0.9925  0.04
S  2.0313  0.8847  1.7929  0.91
O  2.2200  0.4620  3.1750  -0.63
O  3.1762  1.2694  1.0070  -0.66
C  1.1418  2.5372  1.9802  0.51
F  0.9531  3.1028  0.8001  -0.23
F  -0.0063  2.4354  2.6053  -0.21
F  1.9160  3.3292  2.7031  -0.23
C  -1.1502  -0.6350  -4.6255  -1.05
C  -1.0810  -0.4754  -3.1265  0.92
O  -1.5749  0.5723  -2.6158  -0.63
O  -0.3446  -1.2190  -2.4427  -0.62
H  -1.2335  -1.6951  -4.8720  0.30
H  -0.1815  -0.2701  -4.9690  0.25
H  -1.9619  -0.1072  -5.1172  0.30
B  -2.2360  1.4554  0.7550  0.99
H  -2.7747  1.2381  -0.2532  -0.28
H  -2.8404  2.0654  1.5337  -0.22
H  -1.8405  0.4783  1.2624  -0.36
H  -1.2831  2.0963  0.4887  -0.22
O  -1.8754  -1.7446  0.1866  -0.34
H  -1.4369  -2.2444  0.8826  0.26
H  -2.4747  -2.3749  -0.2277  0.22
O  1.2519  1.4470  -1.4778  -0.42
H  1.3261  1.1443  -2.3921  0.21
H  1.9504  2.1044  -1.3690  0.25



[4]
The following is a DFT calculation (ωB97M-V/def2-TZVPD) of a cluster of 7 separate species, C24H52NO23P in total in a non-equilibrium geometry.

## Properties
* SMILES: CCCOCO[P@@](=O)(O)OCNC.COC(=O)OC.COC(=O)OC.COC(=O)OC.COC(=O)OC.COC(=O)OC.COC(=O)OC
* total charge: 0
* HOMO energy: -9.189 eV
* orbital gap: 9.6 eV

Each line ends with the Mulliken charge.
Cartesian coordinates (Å):
C  0.6595  3.9013  -3.1062  -1.04
C  0.8541  2.6277  -3.9464  -0.66
C  1.6400  1.5452  -3.2100  -0.45
O  1.3296  1.5834  -1.8135  -0.28
C  2.1344  0.7163  -1.0700  -0.47
O  1.3535  -0.0502  -0.1651  -0.34
P  1.0941  0.6671  1.2528  0.78
O  0.4663  1.9952  1.1059  -0.60
O  0.1030  -0.3753  1.9779  -0.37
O  2.4808  0.7207  2.0762  -0.20
C  2.4947  0.0877  3.3560  -0.29
N  1.8033  0.9109  4.3322  -0.37
C  2.0254  2.3554  4.1640  -0.66
H  -0.0107  4.5790  -3.6344  0.40
H  1.6207  4.4140  -3.0378  0.28
H  0.2826  3.6661  -2.1174  0.29
H  1.4133  2.8802  -4.8490  0.31
H  -0.1109  2.2430  -4.2793  0.33
H  2.7141  1.7115  -3.3398  0.33
H  1.3592  0.5626  -3.6021  0.39
H  2.5932  0.0059  -1.7622  0.39
H  2.9443  1.2659  -0.5788  0.35
H  -0.6036  0.1775  2.3404  0.28
H  2.0298  -0.8984  3.3280  0.28
H  3.5515  -0.0638  3.6098  0.32
H  2.0643  0.6242  5.2638  0.28
H  1.7208  2.8377  5.0907  0.36
H  3.0599  2.6174  3.9184  0.24
H  1.3859  2.7319  3.3690  0.13
C  2.4566  -5.5542  6.2887  -0.62
O  1.1702  -5.4027  5.6870  -0.34
C  1.2024  -4.9498  4.4328  0.82
O  2.1937  -4.6700  3.8101  -0.55
O  -0.0512  -4.8557  3.9941  -0.32
C  -0.1675  -4.3912  2.6476  -0.37
H  2.2828  -5.9253  7.2947  0.22
H  3.0579  -6.2733  5.7356  0.29
H  2.9729  -4.5972  6.3394  0.28
H  0.3206  -5.0801  1.9606  0.32
H  0.2561  -3.3933  2.5426  0.04
H  -1.2281  -4.3531  2.4142  0.21
C  -0.5765  6.6389  7.8491  -0.65
O  -0.3616  5.8459  6.6805  -0.29
C  -1.1977  6.1172  5.6759  0.74
O  -2.0731  6.9416  5.6915  -0.55
O  -0.8923  5.3164  4.6562  -0.21
C  -1.7109  5.4941  3.4979  -0.58
H  0.1627  6.3183  8.5777  0.21
H  -0.4341  7.6952  7.6286  0.30
H  -1.5753  6.4728  8.2483  0.30
H  -1.6124  6.5065  3.1104  0.28
H  -2.7533  5.2814  3.7281  0.32
H  -1.3501  4.7855  2.7572  0.14
C  -3.3593  -3.0906  0.3497  -0.70
O  -3.5357  -4.5063  0.2746  -0.29
C  -4.8095  -4.8947  0.1788  0.77
O  -5.7668  -4.1680  0.1509  -0.54
O  -4.8319  -6.2255  0.1175  -0.32
C  -6.1431  -6.7873  0.0079  -0.63
H  -2.2898  -2.9121  0.4258  0.17
H  -3.7406  -2.6013  -0.5444  0.40
H  -3.8518  -2.6877  1.2331  0.32
H  -6.6301  -6.4491  -0.9045  0.30
H  -6.7459  -6.5256  0.8755  0.32
H  -6.0177  -7.8651  -0.0350  0.21
C  7.1626  0.7084  -5.9043  -0.65
O  6.2553  0.3584  -4.8568  -0.29
C  6.8404  0.1338  -3.6799  0.75
O  8.0183  0.2026  -3.4508  -0.54
O  5.8884  -0.1790  -2.7988  -0.24
C  6.3751  -0.4475  -1.4824  -0.67
H  6.5589  0.8613  -6.7942  0.21
H  7.6923  1.6278  -5.6625  0.30
H  7.8733  -0.0965  -6.0816  0.30
H  6.8754  0.4273  -1.0710  0.33
H  7.0526  -1.2991  -1.4859  0.34
H  5.5079  -0.6822  -0.8707  0.16
C  -7.4999  -10.2500  -5.6171  -0.62
O  -6.2006  -9.6657  -5.7261  -0.32
C  -5.7574  -9.1041  -4.6014  0.80
O  -6.3491  -9.0589  -3.5543  -0.54
O  -4.5465  -8.5999  -4.8376  -0.31
C  -3.9519  -7.9653  -3.7042  -0.60
H  -7.7321  -10.6650  -6.5935  0.22
H  -7.5024  -11.0458  -4.8746  0.29
H  -8.2402  -9.4954  -5.3581  0.29
H  -3.8178  -8.6768  -2.8915  0.28
H  -4.5615  -7.1273  -3.3705  0.27
H  -2.9808  -7.5980  -4.0229  0.25
C  -0.5751  7.6833  -0.4879  -0.63
O  0.0218  7.6771  -1.7859  -0.22
C  0.0192  8.8607  -2.3973  0.73
O  -0.4286  9.8853  -1.9541  -0.55
O  0.6003  8.7127  -3.5893  -0.29
C  0.6663  9.9134  -4.3600  -0.65
H  -0.5023  6.6658  -0.1140  0.15
H  -0.0375  8.3544  0.1794  0.31
H  -1.6223  7.9744  -0.5477  0.34
H  1.2520  10.6709  -3.8425  0.30
H  -0.3327  10.2923  -4.5680  0.30
H  1.1561  9.6520  -5.2937  0.21